1.
Formula: C46H49N10NaP
Source: OMol25
Level of theory: wB97M-V/def2-TZVPD

Geometry (Å):
Na (-1.306, 0.884, 1.729)
C (0.500, 3.409, -1.435)
C (-0.328, 4.527, -1.670)
C (-1.632, 4.538, -1.174)
C (-2.145, 3.345, -0.441)
N (-1.305, 2.322, -0.248)
C (-0.034, 2.377, -0.716)
N (-3.392, 3.383, 0.094)
C (-4.009, 2.380, 0.712)
N (-3.563, 1.193, 1.210)
C (-4.666, 0.475, 1.686)
N (-4.717, -0.728, 2.153)
C (-3.761, -1.687, 1.888)
C (-4.211, -3.074, 1.988)
C (-3.312, -4.110, 1.941)
C (-1.939, -3.816, 1.761)
C (-1.582, -2.474, 1.638)
N (-2.441, -1.441, 1.730)
C (-5.895, 1.304, 1.460)
C (-7.202, 1.076, 1.740)
C (-8.119, 2.141, 1.490)
C (-7.708, 3.385, 1.009)
C (-6.338, 3.530, 0.627)
C (-5.462, 2.489, 0.890)
H (1.491, 3.307, -1.910)
H (-0.003, 5.399, -2.220)
H (-2.292, 5.380, -1.260)
H (0.578, 1.520, -0.380)
H (-5.284, -3.209, 2.094)
H (-3.732, -5.071, 2.163)
H (-1.200, -4.609, 1.766)
H (-0.522, -2.133, 1.632)
H (-7.591, 0.175, 2.257)
H (-9.171, 1.893, 1.649)
H (-8.393, 4.188, 0.921)
H (-5.922, 4.432, 0.211)
N (0.480, 3.764, 4.798)
C (1.204, 4.448, 3.849)
C (1.107, 3.714, 2.676)
N (0.314, 2.606, 2.871)
C (-0.087, 2.670, 4.179)
C (-0.894, 1.668, 4.820)
N (-1.343, 0.593, 4.164)
C (-2.277, -0.006, 4.981)
C (-2.352, 0.653, 6.205)
N (-1.495, 1.731, 6.062)
H (0.369, 4.039, 5.771)
H (1.713, 5.350, 4.074)
H (1.648, 3.796, 1.772)
H (-2.822, -0.877, 4.651)
H (-2.970, 0.516, 7.062)
H (-1.344, 2.421, 6.805)
C (5.126, 0.684, 1.207)
C (4.643, -0.157, 0.002)
C (4.550, 0.787, -1.209)
P (2.993, -0.918, 0.320)
C (3.286, -1.920, 1.920)
C (2.743, -1.004, 3.012)
C (2.695, -3.315, 1.987)
C (3.103, -2.186, -0.973)
C (3.898, -3.363, -0.879)
C (3.876, -4.332, -1.890)
C (4.819, -5.528, -1.803)
C (2.987, -4.269, -2.930)
C (2.158, -3.190, -3.071)
C (2.304, -2.057, -2.177)
N (1.707, -0.876, -2.375)
C (1.078, -0.631, -3.589)
C (1.757, -0.328, -4.842)
C (3.218, -0.667, -4.953)
C (1.061, 0.111, -5.958)
C (-0.285, 0.483, -5.895)
C (-1.111, 1.079, -7.024)
C (-0.967, 0.084, -4.733)
C (-0.369, -0.474, -3.643)
C (-1.156, -0.880, -2.424)
H (5.902, 1.418, 0.859)
H (5.489, 0.084, 2.045)
H (4.238, 1.262, 1.611)
H (5.360, -1.010, -0.216)
H (4.780, 1.850, -1.026)
H (3.537, 0.753, -1.655)
H (5.229, 0.414, -1.972)
H (4.418, -2.053, 2.016)
H (1.634, -1.053, 3.087)
H (3.065, 0.055, 2.936)
H (3.194, -1.310, 3.980)
H (1.790, -3.382, 1.338)
H (2.460, -3.579, 2.981)
H (3.435, -4.052, 1.645)
H (4.548, -3.523, 0.034)
H (4.662, -6.023, -0.825)
H (5.904, -5.213, -1.802)
H (4.628, -6.172, -2.666)
H (2.950, -5.160, -3.597)
H (1.416, -3.193, -3.900)
H (3.643, -0.498, -5.953)
H (3.500, -1.710, -4.741)
H (3.796, -0.091, -4.238)
H (1.744, 0.331, -6.782)
H (-2.162, 1.020, -6.741)
H (-0.879, 0.547, -7.983)
H (-0.869, 2.126, -7.209)
H (-2.060, 0.163, -4.711)
H (-0.646, -0.487, -1.513)
H (-1.259, -1.977, -2.308)
H (-2.206, -0.457, -2.497)

Results
total charge = -1
orbital gap = 4.1 eV
relative energy (zero: lowest compared OMol25 entry of this formula, charge and spin) = 0.0000 eV
strongest force on any atom = 2.71 eV/Å
E_tot = -77105.7154 eV


2.
Formula: C46H49O8P4Pd
Source: OMol25
Level of theory: wB97M-V/def2-TZVPD

Geometry (Å):
Pd (-0.346, -0.687, -0.361)
C (3.798, 4.762, -2.037)
C (3.540, 4.230, -0.619)
C (4.314, 5.089, 0.390)
C (4.017, 2.782, -0.538)
C (5.363, 2.436, -0.474)
C (5.765, 1.112, -0.410)
C (4.806, 0.102, -0.373)
C (3.454, 0.388, -0.432)
P (2.011, -0.838, -0.335)
C (2.914, -2.294, -1.048)
C (2.582, -2.604, -2.364)
C (3.175, -3.680, -3.016)
C (4.097, -4.470, -2.351)
C (4.434, -4.181, -1.034)
C (3.847, -3.095, -0.396)
C (2.104, -1.171, 1.471)
C (2.200, -0.102, 2.367)
C (2.070, -0.295, 3.731)
C (1.837, -1.569, 4.240)
C (1.722, -2.636, 3.362)
C (1.848, -2.436, 1.990)
C (3.109, 1.731, -0.560)
O (1.778, 1.970, -0.707)
C (1.237, 3.177, -0.413)
C (-0.147, 3.171, -0.221)
C (-0.717, 4.389, 0.119)
C (0.043, 5.551, 0.221)
C (1.406, 5.504, -0.008)
C (2.043, 4.306, -0.319)
P (-1.139, 1.578, -0.455)
C (-1.745, 1.927, -2.179)
C (-1.734, 0.861, -3.067)
C (-2.159, 1.031, -4.381)
C (-2.603, 2.269, -4.815)
C (-2.625, 3.345, -3.933)
C (-2.195, 3.168, -2.625)
C (-2.577, 2.118, 0.566)
C (-3.871, 2.282, 0.094)
C (-4.905, 2.638, 0.955)
C (-4.656, 2.849, 2.302)
C (-3.361, 2.689, 2.788)
C (-2.338, 2.314, 1.931)
H (4.864, 4.718, -2.273)
H (3.464, 5.798, -2.125)
H (3.261, 4.165, -2.776)
H (5.387, 5.042, 0.207)
H (4.126, 4.756, 1.412)
H (4.025, 6.137, 0.310)
H (6.116, 3.216, -0.483)
H (6.817, 0.864, -0.371)
H (5.133, -0.928, -0.290)
H (1.824, -2.009, -2.863)
H (2.895, -3.910, -4.037)
H (4.548, -5.319, -2.850)
H (5.148, -4.798, -0.503)
H (4.106, -2.886, 0.635)
H (2.351, 0.903, 1.991)
H (2.139, 0.554, 4.401)
H (1.743, -1.724, 5.307)
H (1.520, -3.633, 3.736)
H (1.702, -3.274, 1.319)
H (-1.781, 4.435, 0.315)
H (-0.433, 6.488, 0.479)
H (1.984, 6.418, 0.060)
H (-1.391, -0.102, -2.695)
H (-2.142, 0.187, -5.059)
H (-2.934, 2.401, -5.838)
H (-2.972, 4.317, -4.260)
H (-2.211, 4.015, -1.951)
H (-4.089, 2.097, -0.949)
H (-5.911, 2.741, 0.565)
H (-5.460, 3.129, 2.971)
H (-3.151, 2.835, 3.841)
H (-1.343, 2.150, 2.329)
C (-4.308, -2.966, 2.859)
C (-3.652, -1.723, 2.243)
O (-3.944, -0.616, 3.129)
P (-4.587, -1.303, 0.704)
O (-5.915, -0.772, 1.413)
O (-5.092, -2.711, 0.130)
O (-3.991, -0.448, -0.326)
P (-1.812, -1.885, 2.284)
O (-1.669, -2.587, 3.742)
O (-1.375, -3.013, 1.334)
O (-1.194, -0.548, 2.338)
H (-5.395, -2.891, 2.837)
H (-3.980, -3.060, 3.890)
H (-4.015, -3.856, 2.304)
H (-3.226, 0.031, 3.014)
H (-5.631, -0.252, 2.186)
H (-4.721, -2.816, -0.755)
H (-0.790, -2.383, 4.085)
C (-1.081, -3.840, -2.345)
C (-1.070, -4.076, -0.835)
C (0.277, -4.675, -0.421)
C (-2.163, -5.091, -0.477)
C (-1.297, -2.702, -0.220)
H (-0.963, -4.782, -2.889)
H (-0.279, -3.157, -2.633)
H (-2.025, -3.382, -2.659)
H (0.433, -5.651, -0.893)
H (0.316, -4.813, 0.662)
H (1.100, -4.021, -0.714)
H (-1.987, -6.062, -0.950)
H (-3.145, -4.737, -0.799)
H (-2.205, -5.250, 0.602)
H (-2.344, -2.456, -0.452)

Results
total charge = -1
orbital gap = 5.3 eV
strongest force on any atom = 0.94 eV/Å
E_tot = -105519.9119 eV


3.
Formula: C46H50BrN4O2W
Source: OMol25
Level of theory: wB97M-V/def2-TZVPD

Geometry (Å):
W (0.085, -0.322, -0.096)
C (4.307, -3.531, -0.548)
C (3.684, -2.311, 0.034)
C (2.763, -2.387, 1.076)
C (2.092, -1.260, 1.547)
C (2.370, -0.001, 0.971)
C (3.394, 0.087, 0.010)
C (4.017, -1.049, -0.461)
H (5.321, -3.336, -0.884)
H (3.725, -3.834, -1.420)
H (4.322, -4.352, 0.161)
H (2.592, -3.342, 1.551)
H (1.512, -1.331, 2.466)
H (2.066, 0.913, 1.481)
H (3.724, 1.061, -0.328)
H (4.786, -0.973, -1.217)
C (-1.365, 3.802, -1.646)
C (-2.065, 2.799, -0.719)
C (-3.566, 2.779, -1.048)
C (-1.848, 3.184, 0.729)
C (-2.330, 4.428, 1.112)
C (-2.221, 4.871, 2.413)
C (-1.571, 4.076, 3.329)
C (-1.065, 2.817, 3.007)
C (-0.366, 2.177, 4.208)
C (-1.372, 1.665, 5.250)
C (0.695, 1.114, 3.944)
C (-1.233, 2.348, 1.683)
N (-0.931, 0.967, 1.337)
C (-1.545, 0.170, 2.213)
C (-1.474, -1.214, 2.205)
C (-2.136, -2.054, 3.121)
C (-1.847, -3.334, 2.729)
C (-1.037, -3.265, 1.578)
N (-0.790, -1.966, 1.238)
C (-0.559, -4.552, 0.953)
C (-1.760, -5.471, 0.664)
C (0.349, -5.251, 1.983)
C (0.178, -4.346, -0.363)
H (-1.482, 3.515, -2.688)
H (-0.304, 3.869, -1.428)
H (-1.795, 4.793, -1.528)
H (-1.634, 1.790, -0.889)
H (-3.930, 3.786, -1.226)
H (-4.146, 2.362, -0.230)
H (-3.761, 2.195, -1.946)
H (-2.828, 5.048, 0.385)
H (-2.627, 5.825, 2.710)
H (-1.452, 4.430, 4.342)
H (0.169, 3.011, 4.680)
H (-1.773, 0.693, 4.974)
H (-2.201, 2.358, 5.368)
H (-0.883, 1.555, 6.216)
H (0.262, 0.178, 3.596)
H (1.229, 0.901, 4.870)
H (1.419, 1.491, 3.226)
H (-2.191, 0.622, 2.957)
H (-2.743, -1.735, 3.944)
H (-2.182, -4.234, 3.198)
H (-2.242, -5.813, 1.574)
H (-1.407, -6.349, 0.127)
H (-2.506, -4.969, 0.050)
H (-0.210, -5.504, 2.881)
H (1.179, -4.613, 2.278)
H (0.749, -6.172, 1.564)
H (-0.497, -3.900, -1.094)
H (0.519, -5.298, -0.759)
H (1.047, -3.707, -0.238)
Br (-3.589, -0.351, -0.057)
C (-2.679, -0.869, -1.631)
C (-3.410, -1.162, -2.757)
C (-2.768, -1.764, -3.844)
C (-1.439, -2.116, -3.676)
C (-0.753, -1.709, -2.546)
N (-1.330, -0.991, -1.510)
C (0.662, -2.097, -2.281)
O (1.307, -2.802, -3.029)
O (1.074, -1.635, -1.127)
H (-4.471, -0.963, -2.764)
H (-3.314, -1.995, -4.742)
H (-0.899, -2.697, -4.407)
C (0.934, -0.046, -5.315)
C (2.028, -0.245, -4.490)
C (1.968, 0.132, -3.163)
C (0.811, 0.715, -2.634)
C (-0.279, 0.926, -3.477)
C (-0.212, 0.542, -4.808)
N (0.810, 1.152, -1.272)
C (1.570, 2.320, -1.102)
C (1.499, 3.010, 0.118)
C (2.195, 4.184, 0.328)
C (3.002, 4.715, -0.663)
C (3.093, 4.049, -1.872)
C (2.388, 2.881, -2.098)
H (0.979, -0.347, -6.349)
H (2.930, -0.686, -4.878)
H (2.818, -0.024, -2.516)
H (-1.178, 1.396, -3.102)
H (-1.063, 0.719, -5.451)
H (0.828, 2.653, 0.885)
H (2.087, 4.702, 1.268)
H (3.536, 5.635, -0.494)
H (3.710, 4.448, -2.661)
H (2.476, 2.417, -3.067)

Results
total charge = +1
2S+1 = 3
orbital gap (spin up / spin down) = 6.3 / 6.5 eV
strongest force on any atom = 2.86 eV/Å
E_tot = -130432.7919 eV